# 1
C60H91F3INO13S2 | ωB97M-V/def2-TZVPD

Each line ends with the Löwdin charge.
CARTESIAN COORDINATES (ANGSTROEM)
C: 2.71 -2.22 6.64  0.06
C: 3.76 -1.88 5.90  -0.08
C: 5.12 -1.29 5.22  -0.11
C: 4.69 -0.62 3.78  -0.29
C: 5.73 -1.00 2.58  -0.09
C: 5.45 -2.59 2.28  -0.22
O: 6.54 -2.98 1.35  -0.14
O: 4.24 0.73 3.84  -0.10
C: 5.18 1.80 3.87  -0.40
C: 6.62 1.59 4.52  -0.02
C: 4.47 2.97 4.79  -0.02
C: 3.75 2.10 6.11  -0.16
C: 2.08 1.88 5.96  -0.01
O: 2.78 2.90 6.98  -0.19
C: 5.41 2.57 2.43  -0.21
C: 4.01 2.74 1.60  -0.11
C: 3.57 4.28 1.37  -0.26
C: 2.06 4.63 1.86  -0.43
S: 0.94 4.25 0.38  0.81
C: -0.29 3.01 1.11  -0.95
S: 0.38 1.54 1.62  0.67
N: -1.72 3.40 1.22  -0.14
C: -2.04 3.97 2.55  -0.19
C: -1.36 3.59 3.92  0.00
C: -1.79 4.23 5.33  -0.05
C: -2.96 5.30 5.42  -0.07
C: -3.63 5.72 4.03  -0.07
C: -3.19 5.08 2.63  0.00
C: -2.65 2.31 0.82  -0.16
C: -2.37 1.32 -0.41  -0.03
C: -3.30 0.13 -0.83  -0.07
C: -4.63 -0.14 -0.03  -0.08
C: -4.99 0.82 1.16  -0.08
C: -4.02 2.02 1.60  -0.01
O: 6.39 1.93 1.57  -0.19
C: 7.37 2.83 1.02  -0.66
I: 8.38 1.66 -0.58  0.98
C: 6.80 4.14 0.28  -0.17
C: 5.95 3.80 -1.06  -0.16
C: 5.23 3.68 -2.14  0.08
C: 8.58 3.23 2.05  -0.35
F: 9.66 3.72 1.19  -0.05
F: 9.14 2.08 2.73  0.03
F: 8.26 4.32 2.93  0.06
H: 2.01 -2.58 7.50  0.06
H: 5.91 -2.13 5.07  0.12
H: 5.58 -0.54 5.95  0.09
H: 3.74 -1.24 3.50  0.15
H: 6.83 -0.94 2.88  0.12
H: 5.48 -0.47 1.58  0.14
H: 5.61 -3.24 3.24  0.12
H: 4.45 -2.78 1.75  0.13
H: 6.36 -3.89 1.01  0.09
H: 7.32 0.84 4.00  0.08
H: 7.17 2.62 4.46  0.10
H: 6.51 1.40 5.67  0.10
H: 3.60 3.49 4.25  0.11
H: 5.24 3.68 5.27  0.12
H: 4.39 1.19 6.61  0.15
H: 1.56 2.41 5.09  0.08
H: 1.58 1.01 6.55  0.11
H: 5.69 3.66 2.75  0.14
H: 4.15 2.23 0.56  0.13
H: 3.12 2.21 2.10  0.07
H: 3.58 4.46 0.22  0.08
H: 4.27 5.05 1.88  0.11
H: 1.73 3.97 2.73  0.06
H: 1.90 5.77 2.08  0.09
H: -0.50 2.83 3.96  0.04
H: -1.24 3.85 6.29  0.09
H: -3.28 5.71 6.44  0.08
H: -4.49 6.50 4.11  0.08
H: -3.74 5.46 1.68  0.10
H: -1.37 1.50 -0.97  0.09
H: -2.96 -0.54 -1.72  0.10
H: -5.30 -1.03 -0.34  0.09
H: -5.97 0.65 1.76  0.09
H: -4.40 2.65 2.48  0.08
H: 7.73 4.73 -0.10  0.13
H: 6.25 4.86 1.00  0.11
H: 4.64 3.85 -3.13  0.07
C: -6.26 2.85 -4.42  -0.03
C: -5.41 2.41 -3.26  -0.49
C: -5.95 2.67 -1.88  -0.02
O: -4.33 1.86 -3.42  0.05
H: -5.74 2.59 -5.35  0.06
H: -7.22 2.33 -4.40  0.08
H: -6.41 3.93 -4.39  0.09
H: -6.90 2.15 -1.74  0.09
H: -6.09 3.75 -1.73  0.09
H: -5.24 2.31 -1.13  0.04
C: 0.76 -6.96 7.42  -0.02
C: 1.42 -5.74 8.00  -0.50
C: 2.89 -5.56 7.73  -0.03
O: 0.80 -4.93 8.67  0.04
H: -0.30 -6.96 7.70  0.09
H: 0.83 -6.94 6.33  0.05
H: 1.22 -7.86 7.81  0.09
H: 3.06 -5.48 6.65  0.09
H: 3.45 -6.40 8.14  0.09
H: 3.24 -4.64 8.21  0.07
C: -2.42 -5.10 -1.86  -0.03
C: -1.75 -3.87 -1.31  -0.50
C: -0.29 -3.68 -1.60  -0.02
O: -2.37 -3.06 -0.64  0.04
H: -3.47 -5.11 -1.57  0.08
H: -2.35 -5.09 -2.95  0.07
H: -1.94 -6.00 -1.46  0.09
H: -0.13 -3.61 -2.68  0.09
H: 0.29 -4.52 -1.18  0.08
H: 0.06 -2.76 -1.13  0.08
C: -0.86 -4.40 3.67  -0.01
C: -0.65 -5.85 4.05  -0.49
C: -1.86 -6.75 4.03  -0.02
O: 0.45 -6.27 4.35  0.03
H: 0.09 -3.87 3.72  0.08
H: -1.24 -4.34 2.65  0.08
H: -1.56 -3.94 4.36  0.09
H: -2.28 -6.79 3.03  0.08
H: -2.60 -6.39 4.74  0.09
H: -1.55 -7.76 4.33  0.08
C: 1.65 8.25 -3.07  -0.02
C: 1.50 6.77 -2.86  -0.50
C: 0.49 6.04 -3.71  -0.02
O: 2.18 6.18 -2.03  0.01
H: 2.41 8.64 -2.39  0.09
H: 1.96 8.45 -4.10  0.05
H: 0.70 8.75 -2.86  0.09
H: 0.75 6.15 -4.76  0.08
H: -0.51 6.45 -3.52  0.09
H: 0.50 4.98 -3.45  0.08
C: -8.11 -1.24 -7.45  -0.02
C: -7.44 -0.01 -6.89  -0.49
C: -5.98 0.17 -7.19  -0.01
O: -8.06 0.81 -6.23  0.06
H: -9.17 -1.24 -7.15  0.08
H: -8.05 -1.23 -8.54  0.09
H: -7.64 -2.14 -7.04  0.08
H: -5.82 0.24 -8.27  0.09
H: -5.41 -0.66 -6.78  0.09
H: -5.63 1.10 -6.73  0.06
C: -5.81 -5.05 -4.52  -0.01
C: -4.90 -6.10 -5.09  -0.49
C: -5.43 -6.96 -6.20  -0.03
O: -3.76 -6.26 -4.66  0.05
H: -5.29 -4.51 -3.72  0.08
H: -6.08 -4.34 -5.30  0.08
H: -6.70 -5.52 -4.10  0.09
H: -5.69 -6.33 -7.06  0.09
H: -6.31 -7.51 -5.86  0.08
H: -4.67 -7.67 -6.51  0.08
C: 5.03 7.28 -5.61  -0.02
C: 4.10 8.17 -6.40  -0.48
C: 4.49 8.48 -7.82  -0.02
O: 3.08 8.62 -5.91  0.05
H: 4.62 7.14 -4.60  0.08
H: 5.11 6.31 -6.09  0.09
H: 6.01 7.75 -5.53  0.09
H: 4.55 7.56 -8.40  0.09
H: 5.45 9.00 -7.84  0.09
H: 3.73 9.13 -8.27  0.08
C: -8.25 -12.08 -6.29  -0.03
C: -7.58 -10.85 -5.73  -0.50
C: -6.11 -10.67 -6.03  -0.02
O: -8.20 -10.04 -5.07  0.06
H: -9.30 -12.09 -6.00  0.08
H: -8.18 -12.08 -7.38  0.09
H: -7.77 -12.98 -5.89  0.09
H: -5.96 -10.60 -7.11  0.09
H: -5.54 -11.50 -5.61  0.09
H: -5.77 -9.74 -5.56  0.06

## Properties
* LUMO level: -0.8 eV
* structure (SMILES): C#CC[C@H](CCO)O[C@](C)(C[C@@H]1CO1)[C@H](CCCSC(=S)N(c1ccccc1)c1ccccc1)O[C@@](I)(CC#C)C(F)(F)F.CC(C)=O.CC(C)=O.CC(C)=O.CC(C)=O.CC(C)=O.CC(C)=O.CC(C)=O.CC(C)=O.CC(C)=O
* highest occupied orbital energy: -7.68 eV
* energy: -4766.42274 a.u.
* molar mass: 1282.41 g/mol



# 2
C7H14N2 | ωB97M-V/def2-TZVPD

Each line ends with the Löwdin charge.
CARTESIAN COORDINATES (ANGSTROEM)
C: 1.54 1.77 -0.49  0.01
C: 0.44 1.71 0.27  -0.11
C: -0.77 0.83 0.08  -0.63
N: -1.78 1.60 -0.61  0.06
N: -1.42 0.62 1.35  0.07
C: -0.54 -0.53 -0.67  -0.10
C: 0.28 -1.60 0.04  -0.35
C: -0.29 -2.48 0.87  0.04
C: 1.74 -1.69 -0.29  -0.08
H: 1.68 1.14 -1.37  0.05
H: 2.35 2.45 -0.24  0.06
H: 0.41 2.39 1.12  0.10
H: -1.90 2.50 -0.15  0.08
H: -1.42 1.83 -1.54  0.08
H: -2.27 0.11 1.14  0.08
H: -1.73 1.51 1.72  0.07
H: -0.11 -0.34 -1.66  0.11
H: -1.53 -0.97 -0.89  0.12
H: 0.28 -3.26 1.37  0.06
H: -1.35 -2.43 1.11  0.06
H: 2.18 -2.62 0.08  0.08
H: 2.29 -0.86 0.16  0.07
H: 1.89 -1.67 -1.38  0.08

## Properties
* LUMO level: 1.0 eV
* structure (SMILES): C=CC(N)(N)CC(=C)C
* relative energy (zero: lowest compared OMol25 entry of this formula, charge and spin): 34.6 kcal per mole
* highest occupied orbital energy: -9.01 eV
* energy: -384.57681 a.u.
* molar mass: 126.20 g/mol



# 3
C4H6NP | ωB97M-V/def2-TZVPD

Each line ends with the Löwdin charge.
CARTESIAN COORDINATES (ANGSTROEM)
C: -1.90 -0.18 0.32  -0.28
P: -0.55 -0.83 -0.81  0.89
C: 0.45 0.67 -1.07  -0.26
C: 1.46 0.67 -0.18  -0.18
C: 1.53 -0.55 0.56  -0.28
N: 0.56 -1.39 0.46  -0.18
H: -2.24 0.78 0.13  0.00
H: -1.45 0.13 1.23  0.02
H: -2.68 -0.97 0.24  0.04
H: 0.22 1.49 -1.77  0.07
H: 2.32 1.22 -0.26  0.07
H: 2.27 -1.04 1.16  0.09

## Properties
* LUMO level: 0.1 eV
* structure (SMILES): Cp1cccn1
* relative energy (zero: lowest compared OMol25 entry of this formula, charge and spin): 17.1 kcal per mole
* highest occupied orbital energy: -9.40 eV
* energy: -552.06318 a.u.
* molar mass: 99.07 g/mol